The following is a DFT calculation (ωB97M-V/def2-TZVPD) of a molecular structure, C20H21F4GdN7O4S in a non-equilibrium geometry.

Structure (XYZ):
```
58
C20H21F4GdN7O4S (ωB97M-V/def2-TZVPD)
Gd 9.475 10.027 8.501
O 6.726 13.364 6.982
C 7.254 12.146 7.194
O 8.384 12.119 7.619
C 6.515 10.852 6.885
C 5.249 10.756 6.283
C 4.732 9.439 6.084
C 5.421 8.379 6.660
C 6.626 8.580 7.281
N 7.180 9.792 7.369
C 7.460 7.492 7.944
O 7.027 6.371 7.935
O 8.604 7.892 8.409
H 5.745 13.405 6.792
H 4.766 11.652 5.924
H 3.830 9.315 5.517
H 5.076 7.378 6.561
C 12.375 12.273 8.250
N 11.386 11.795 9.204
C 10.722 12.966 9.843
C 12.009 10.948 10.201
C 11.079 10.532 11.307
N 9.886 9.895 10.748
C 9.384 8.721 11.253
C 8.021 8.505 11.169
F 7.287 9.452 10.561
C 7.415 7.401 11.708
F 6.080 7.352 11.626
C 8.177 6.430 12.328
C 9.547 6.580 12.305
F 10.283 5.585 12.819
C 10.150 7.680 11.791
F 11.488 7.756 11.707
H 13.160 12.768 8.810
H 11.854 12.937 7.531
H 12.788 11.474 7.628
H 11.460 13.513 10.428
H 9.898 12.646 10.435
H 10.331 13.562 9.017
H 12.940 11.427 10.574
H 12.421 10.097 9.662
H 10.747 11.416 11.850
H 11.616 9.901 11.994
H 7.739 5.533 12.727
C 12.545 5.160 7.996
C 12.231 6.224 6.991
N 12.397 6.191 5.714
N 11.905 7.369 5.268
C 11.609 8.212 6.274
S 11.022 9.801 6.134
N 11.772 7.450 7.398
N 11.240 7.826 8.670
H 13.108 4.379 7.464
H 11.599 4.768 8.391
H 13.126 5.488 8.849
H 11.844 7.655 4.310
H 10.427 7.203 8.834
H 11.957 7.602 9.344
```

Gap between HOMO and LUMO (spin up / spin down)   4.54 / 5.73 eV
E_tot   -3022.00130 hartree
Total charge   +1
Relative energy (zero: lowest compared OMol25 entry of this formula, charge and spin)   4.733 eV
2S+1   8
⟨S²⟩   15.832
E_LUMO (spin up / spin down)   -2.851 / -5.838 eV